[1]
This record from the OMol25 dataset describes C23H57O15V as an isolated structure at a distorted geometry. The level of theory is wB97M-V/def2-TZVPD.

Structure (XYZ):
```
96
Properties=species:S:1:pos:R:3:lowdin_charge:R:1
O -0.475 0.746 -0.696 -0.378
V 0.251 -0.200 -1.762 1.007
O 0.018 -1.757 -1.313 -0.371
C 1.439 0.319 -4.169 -1.115
O 1.459 -0.806 -3.729 -0.052
O 2.400 0.613 -4.885 -0.028
O 0.748 1.109 -3.548 -0.100
O 4.040 -0.229 0.622 0.068
C 3.470 0.010 -0.578 -0.814
O 2.262 0.153 -0.633 -0.064
O 4.115 -0.107 -1.648 0.008
H 3.259 -0.137 1.173 0.041
C 3.278 -2.982 2.848 -0.039
C 1.756 -3.082 3.075 -0.470
C 1.072 -2.925 1.731 -0.051
O 1.474 -4.378 3.598 -0.060
H 3.809 -2.846 3.790 0.066
H 3.620 -2.168 2.209 0.066
H 3.703 -3.911 2.470 0.081
H 1.389 -2.300 3.740 0.121
H 1.225 -3.803 1.102 0.091
H 1.534 -2.073 1.232 0.072
H -0.007 -2.806 1.822 0.049
H 0.551 -4.375 3.863 0.071
C -0.945 3.711 0.884 -0.069
C -1.475 4.680 -0.172 -0.479
C -2.098 3.829 -1.300 -0.044
O -2.497 5.489 0.382 -0.057
H -0.470 4.371 1.610 0.073
H -0.101 3.182 0.441 0.058
H -1.706 3.128 1.404 0.079
H -0.611 5.238 -0.535 0.124
H -1.347 3.206 -1.786 0.074
H -2.637 4.436 -2.027 0.071
H -2.814 3.107 -0.908 0.069
H -2.228 5.685 1.282 0.070
C 2.370 1.072 4.028 -0.047
C 1.687 1.582 2.725 -0.436
C 2.546 2.624 1.887 -0.021
O 1.537 0.403 2.007 -0.088
H 3.394 0.713 3.932 0.077
H 1.871 0.235 4.516 0.061
H 2.403 1.875 4.764 0.062
H 0.700 2.005 2.912 0.116
H 3.523 2.195 1.668 0.079
H 2.861 3.505 2.446 0.066
H 2.050 3.050 1.014 0.040
H 1.227 0.655 1.134 0.057
C -3.983 -0.100 -2.117 -0.051
C -2.968 -1.131 -2.637 -0.402
C -3.495 -1.869 -3.883 -0.046
O -1.770 -0.387 -3.031 -0.109
H -4.836 -0.648 -1.717 0.072
H -4.348 0.570 -2.895 0.080
H -3.701 0.503 -1.254 0.065
H -2.663 -1.816 -1.846 0.124
H -2.861 -2.705 -4.178 0.074
H -3.528 -1.161 -4.712 0.078
H -4.485 -2.307 -3.757 0.071
H -2.027 0.288 -3.663 0.103
C -1.564 -5.211 -2.151 -0.064
C -1.205 -5.613 -0.725 -0.477
C -1.816 -4.771 0.439 -0.038
O -1.703 -6.911 -0.570 -0.065
H -1.268 -4.174 -2.308 0.070
H -2.621 -5.253 -2.415 0.080
H -0.974 -5.765 -2.881 0.081
H -0.118 -5.542 -0.676 0.132
H -1.295 -5.018 1.364 0.065
H -2.896 -4.881 0.533 0.077
H -1.617 -3.715 0.257 0.058
H -1.786 -7.235 -1.470 0.067
C -2.440 0.037 1.728 -0.037
C -1.788 -0.748 2.897 -0.480
C -2.155 -0.118 4.285 -0.047
O -2.351 -2.010 2.841 -0.055
H -2.444 -0.552 0.811 0.069
H -1.827 0.911 1.507 0.044
H -3.450 0.399 1.918 0.075
H -0.708 -0.789 2.756 0.112
H -1.945 -0.734 5.159 0.063
H -3.234 0.034 4.243 0.066
H -1.653 0.840 4.422 0.065
H -1.709 -2.557 3.298 0.075
C 3.319 5.088 -3.066 -0.086
C 2.805 3.691 -3.017 -0.502
C 2.127 3.478 -1.683 -0.055
O 1.894 3.559 -4.089 -0.056
H 4.212 5.177 -2.448 0.069
H 2.560 5.808 -2.759 0.074
H 3.736 5.296 -4.051 0.072
H 3.580 2.942 -3.182 0.149
H 1.338 4.217 -1.545 0.065
H 2.812 3.670 -0.857 0.068
H 1.656 2.507 -1.535 0.058
H 1.560 2.668 -3.963 0.019
```

Its orbital gap is 4.79 eV. The total charge is -2. The spin multiplicity is 1.



[2]
This record from the OMol25 dataset describes a 8-piece molecular cluster, C23H58BN2O8PS overall at a distorted geometry. The level of theory is wB97M-V/def2-TZVPD.

Structure (XYZ):
```
94
Properties=species:S:1:pos:R:3:lowdin_charge:R:1
C 0.208 -1.377 -0.824 -0.149
C 0.497 -0.068 -1.591 -0.398
P -0.913 0.450 -2.630 1.055
C -0.365 1.842 -3.702 -0.377
C 0.836 2.721 -3.280 -0.135
C -2.282 1.171 -1.486 -0.429
C -2.308 0.460 -0.219 -0.269
N -2.417 -0.111 0.772 0.233
B -3.744 0.911 -2.186 -0.527
C -3.957 0.478 -3.670 -0.011
O -4.852 1.084 -1.391 0.109
C -2.074 2.694 -1.151 -0.591
S -3.355 3.545 -0.149 0.842
C -0.803 2.883 -0.439 -0.298
N 0.188 3.039 0.115 0.196
H 0.431 -1.229 0.230 0.039
H -0.836 -1.682 -0.900 0.045
H 0.812 -2.198 -1.212 0.068
H 1.286 -0.245 -2.328 0.059
H 0.879 0.706 -0.925 0.058
H -1.230 2.482 -3.902 0.067
H -0.125 1.364 -4.653 0.060
H 0.615 3.786 -3.332 0.072
H 1.171 2.502 -2.270 0.037
H 1.683 2.524 -3.933 0.053
H -3.205 -0.232 -4.011 0.037
H -3.957 1.333 -4.358 0.079
H -4.945 0.021 -3.751 0.069
H -4.868 0.536 -0.601 0.093
H -2.033 3.265 -2.078 0.096
H -3.673 2.495 0.619 -0.127
C 1.354 -1.253 4.458 -0.085
C 0.786 -0.980 3.080 -0.327
O 1.797 -0.944 2.074 -0.099
H 2.097 -0.501 4.725 0.057
H 0.566 -1.248 5.213 0.077
H 1.848 -2.228 4.490 0.075
H 0.306 -0.002 3.045 0.112
H 0.031 -1.731 2.819 0.106
H 2.238 -1.800 2.060 0.083
C 1.424 -3.212 -5.487 -0.086
C 0.780 -1.927 -5.007 -0.322
O 1.766 -0.965 -4.623 -0.109
H 2.058 -3.629 -4.703 0.072
H 0.672 -3.954 -5.762 0.074
H 2.059 -3.023 -6.355 0.073
H 0.163 -2.099 -4.126 0.091
H 0.138 -1.502 -5.786 0.109
H 2.320 -0.804 -5.395 0.075
C 5.623 4.336 -3.223 -0.092
C 4.588 3.703 -4.133 -0.324
O 3.352 4.408 -4.121 -0.092
H 5.247 4.386 -2.202 0.078
H 6.550 3.761 -3.227 0.073
H 5.853 5.353 -3.548 0.072
H 4.351 2.693 -3.797 0.107
H 4.971 3.636 -5.158 0.108
H 3.516 5.307 -4.424 0.084
C -6.000 -0.945 2.908 -0.084
C -5.533 0.497 2.860 -0.330
O -4.244 0.664 3.427 -0.092
H -6.008 -1.301 3.939 0.058
H -7.004 -1.050 2.493 0.075
H -5.324 -1.588 2.340 0.074
H -6.199 1.139 3.436 0.113
H -5.537 0.859 1.822 0.091
H -3.628 0.127 2.912 0.040
C -5.072 -3.183 6.300 -0.099
C -6.359 -3.982 6.370 -0.329
O -6.131 -5.386 6.320 -0.083
H -4.526 -3.423 5.387 0.075
H -5.275 -2.111 6.313 0.069
H -4.423 -3.417 7.147 0.072
H -6.997 -3.757 5.516 0.107
H -6.915 -3.727 7.279 0.108
H -5.580 -5.626 7.071 0.078
C 5.496 -2.092 -3.050 -0.086
C 5.508 -2.841 -4.368 -0.320
O 4.870 -2.104 -5.406 -0.093
H 4.471 -1.857 -2.759 0.071
H 5.961 -2.683 -2.260 0.074
H 6.044 -1.150 -3.136 0.072
H 4.948 -3.773 -4.285 0.108
H 6.533 -3.090 -4.660 0.107
H 5.347 -1.275 -5.520 0.080
C 3.119 2.489 6.063 -0.091
C 2.849 1.512 7.192 -0.328
O 3.524 0.271 7.007 -0.090
H 2.821 2.059 5.106 0.069
H 2.570 3.419 6.212 0.075
H 4.184 2.728 6.005 0.072
H 1.789 1.264 7.238 0.109
H 3.134 1.952 8.153 0.106
H 4.469 0.445 6.973 0.079
```

Its orbital gap is 8.60 eV. Its energy above the lowest of the compared OMol25 structures with the same formula, charge and spin is 0.0 kcal per mole. The spin multiplicity is 1.



no.,LUMO (eV)
1,3.920
2,0.416